{
  "formula": "C22H34BLuN7S4",
  "method": "ωB97M-V/def2-TZVPD",
  "orbital_gap_ev": 8.45,
  "lumo_ev": -2.43,
  "charge": 1,
  "max_force_ev_per_a": 4.0,
  "species": ["H", "H", "C", "N", "C", "H", "C", "N", "H", "C", "C", "H", "C", "C", "N", "C", "S", "H", "C", "H", "C", "H", "H", "N", "H", "N", "H", "H", "C", "H", "C", "H", "H", "H", "H", "N", "H", "H", "C", "H", "H", "H", "H", "C", "H", "H", "H", "S", "H", "C", "H", "C", "C", "H", "C", "H", "Lu", "S", "B", "C", "N", "H", "H", "H", "C", "C", "S", "C", "H"],
  "positions_angstrom": [[-16.4227, -3.2684, 13.0962], [-17.1687, -1.8429, 12.2749], [-18.4144, -6.3805, 6.3413], [-18.2297, 0.3886, 4.1766], [-15.0709, -2.6165, 10.9366], [-15.8712, 1.9551, 5.0488], [-18.9410, -6.6015, 2.6547], [-17.2787, -2.9754, 9.7959], [-15.2271, -1.6210, 11.3683], [-18.4285, -5.1363, 6.9124], [-17.9972, -4.8161, 4.7109], [-20.1122, -7.9971, 4.6294], [-19.4608, -0.1539, 3.7110], [-16.1561, -4.8663, 11.0224], [-18.1465, -4.1696, 5.9598], [-18.7013, -1.6895, 8.6372], [-12.1706, -3.3252, 2.4386], [-17.3917, 2.3212, 5.8499], [-18.3813, -2.0866, 9.9115], [-14.6432, -2.6528, 9.9282], [-16.8309, -7.7657, 3.6489], [-19.4591, -1.0498, 8.2815], [-18.2026, -6.2684, 1.9242], [-18.5828, -1.5349, 5.2391], [-19.5812, -7.2770, 2.0739], [-17.9100, -2.3625, 7.7430], [-19.8960, -2.8623, 6.5567], [-19.1832, 2.1309, 2.3048], [-18.6971, 2.5600, 3.1608], [-18.6511, -8.9079, 5.1606], [-17.0040, -3.1402, 8.4675], [-16.3435, -7.8403, 4.6044], [-17.1707, 0.9055, 1.8036], [-14.4123, -3.1764, 11.5873], [-19.2012, -9.1002, 3.4472], [-14.1302, -3.5043, 4.3896], [-15.8106, 0.6386, 2.7597], [-20.7235, -1.7757, 4.6333], [-17.6062, 1.6455, 3.7077], [-18.0775, -3.4005, 12.4267], [-18.7914, -4.9075, 7.8990], [-19.9286, 0.2277, 2.8424], [-18.8275, -1.8249, 10.9056], [-17.6814, -0.4972, 5.0512], [-16.7636, 3.3728, 4.4241], [-18.6405, -7.3850, 6.8088], [-19.5635, -5.6672, 2.7705], [-16.0266, -0.5542, 5.4586], [-17.1043, -5.4769, 11.0146], [-16.5938, 1.3761, 2.5914], [-15.5463, -5.2498, 10.2409], [-17.0803, -2.9583, 12.2805], [-19.7454, -1.2497, 4.4398], [-15.6350, -5.0545, 12.0416], [-19.1437, -8.3993, 4.3269], [-19.5459, 2.7731, 3.8693], [-15.9913, -3.1735, 5.2676], [-15.6254, -3.9148, 7.8268], [-18.6906, -2.6449, 6.3594], [-16.8735, 2.3600, 4.8678], [-18.2118, -6.1638, 4.9160], [-16.8627, -8.7807, 3.2481], [-18.2158, 3.5152, 2.8922], [-16.1920, 2.3724, 2.3424], [-18.2503, -7.2390, 3.8660], [-13.2508, -3.4836, 3.5773], [-17.5718, -4.0768, 3.3197], [-16.4344, -3.3514, 10.9817], [-16.1747, -7.1574, 2.9663]],
  "atomic_forces_ev_per_a": [[-0.17, 0.15, -0.12], [-0.04, -0.86, 0.45], [-0.53, 0.64, -0.88], [-0.61, -1.73, 0.04], [-0.75, -0.22, -0.25], [-0.32, 0.19, -0.26], [-0.30, 0.83, -1.89], [-0.88, 0.89, -0.42], [0.43, 0.01, -0.55], [-0.32, -2.04, -0.65], [-1.65, -2.15, 2.99], [-0.09, -0.39, -0.13], [1.09, 0.16, 1.08], [-0.98, -0.62, 2.16], [-0.26, 0.09, -1.14], [0.52, -0.97, 2.19], [0.07, -0.23, 0.19], [-0.01, 0.41, -0.79], [0.04, 0.40, -0.21], [-0.05, 0.43, 0.35], [0.48, 0.37, -1.11], [-0.75, 0.51, -0.09], [0.10, -0.13, 0.04], [-0.87, 0.80, 0.65], [0.16, -0.29, 0.53], [0.09, -0.87, -0.30], [0.92, 0.45, 0.00], [0.03, -0.06, -0.71], [-0.65, 0.61, 0.87], [-0.30, -0.20, -0.07], [-0.61, 1.35, 0.22], [0.29, -0.02, 0.49], [-0.02, 0.45, -0.77], [0.27, 0.05, 0.20], [-0.23, 0.66, 1.09], [0.46, -0.34, -0.09], [0.15, 0.36, 0.73], [1.59, 0.42, -0.69], [0.66, -0.13, 0.82], [0.32, 0.05, 0.02], [0.36, 0.17, 0.09], [-0.66, 0.60, -0.15], [0.64, -0.27, -1.47], [-1.17, -0.88, -1.21], [0.05, -0.30, 1.07], [0.37, 1.56, -0.91], [0.52, -1.21, 0.64], [0.32, -0.35, 0.59], [0.77, 0.69, 0.12], [-0.61, -0.03, -0.19], [0.64, -0.04, -0.64], [-0.90, 1.13, -0.02], [0.32, -0.67, 0.99], [-0.82, 0.10, -1.79], [0.69, 0.00, -0.32], [1.08, -0.18, -0.27], [0.55, 0.49, 0.21], [0.18, -0.19, -0.40], [-0.06, -0.80, -0.04], [0.05, 0.31, -0.30], [0.20, 0.57, 2.25], [-0.07, 0.11, -0.14], [-0.41, -0.41, -0.05], [0.04, -0.69, -0.42], [-0.63, 0.62, -0.17], [-0.35, 0.46, -0.17], [1.14, 1.59, -1.50], [1.29, -1.06, -0.47], [-0.83, -0.35, 0.69]]
}